1.
Density functional theory data (ωB97M-V/def2-TZVPD) for 2 unconnected molecules or ions with the total composition C3H4.

XYZ file:
```
7
C3H4 ωB97M-V/def2-TZVPD
C -0.716 -0.649 0.097
C -0.645 0.659 -0.074
C 0.561 -0.101 -0.321
H -1.283 -1.513 0.339
H -1.091 1.623 -0.013
H 1.980 0.218 1.140
H 1.194 -0.237 -1.169
```

Charge: 0
Highest occupied orbital energy (alpha / beta): -7.81 / -7.82 eV
Frontier orbital gap (alpha / beta): 0.317 / 0.317 Eh
Molar mass: 40.07 g mol⁻¹

2.
Density functional theory data (ωB97M-V/def2-TZVPD) for 18 unconnected molecules or ions with the total composition C3H40O18.

XYZ file:
```
61
C3H40O18 ωB97M-V/def2-TZVPD
C 0.192 0.279 0.592
O 0.041 1.108 1.784
C 0.842 0.961 -0.509
C 0.690 0.708 -1.817
H -0.896 -0.038 0.482
H 0.849 -0.638 0.790
H 0.898 1.476 2.087
H 1.768 1.450 -0.128
H 1.308 1.110 -2.548
H -0.110 0.045 -2.136
H 2.216 -0.713 3.375
H 3.634 -1.229 2.975
O 3.184 -0.406 3.225
H -3.600 -1.544 -1.949
H -2.781 -0.322 -1.993
O -2.763 -1.257 -2.295
H 0.762 4.153 2.564
H 0.813 4.350 1.195
O 1.438 4.122 1.908
H 2.251 -1.790 -2.850
H 0.765 -1.412 -3.231
O 1.369 -1.871 -2.499
H 2.973 -0.742 -1.352
H 3.420 0.608 -1.752
O 3.337 -0.220 -2.167
H -0.870 -1.329 -4.592
H -1.864 -2.202 -3.787
O -1.065 -2.236 -4.319
H -1.936 3.450 0.801
H -0.890 2.697 1.583
O -0.990 3.420 0.982
H -3.414 2.004 -1.418
H -4.265 1.163 -0.495
O -3.408 1.170 -0.902
H 4.445 0.352 0.967
H 3.809 1.009 2.052
O 4.078 1.224 1.148
H -0.584 -3.661 1.447
H -0.968 -2.649 0.378
O -0.852 -2.757 1.405
H -0.061 -2.270 -1.513
H -1.552 -2.137 -1.764
O -0.926 -2.601 -1.188
H 1.081 -2.711 3.760
H 0.473 -1.595 2.654
O 0.980 -1.834 3.405
H 1.297 3.849 -1.001
H -0.071 3.674 -0.323
O 0.362 3.857 -1.199
H -1.143 2.738 -2.706
H -1.393 1.633 -1.622
O -1.729 2.044 -2.422
H -2.355 -1.358 1.796
H -2.783 -0.081 2.604
O -2.863 -0.540 1.719
H 0.407 -4.023 -0.808
H -0.387 -4.732 -1.643
O 0.061 -4.942 -0.799
H -1.181 -0.207 4.490
H -0.651 0.767 3.471
O -1.394 0.626 4.088
```

Charge: 0
Highest occupied orbital energy: -9.65 eV
Frontier orbital gap: 0.353 Eh
Molar mass: 364.33 g mol⁻¹

> What is the molar mass in the first record?

40.07 g mol⁻¹